--- A ---
{
  "formula": "C4H7ClS",
  "method": "ωB97M-V with the def2-TZVPD basis set",
  "e_homo_ha": -0.3477,
  "molar_mass_g_mol": 122.62,
  "orbital_gap_ha": 0.375,
  "multiplicity": 1,
  "species": ["C", "C", "C", "C", "H", "H", "H", "H", "H", "H", "H", "S", "Cl"],
  "coordinates": [[0.27, 0.29, 0.27], [-0.78, 1.33, -0.15], [-0.10, -1.20, -0.16], [1.11, -0.56, -0.61], [-0.29, -0.18, 2.60], [-1.74, 1.32, 0.49], [-0.19, 2.31, -0.35], [0.00, -2.10, 0.51], [-0.65, -1.33, -1.13], [2.01, -0.75, -0.12], [1.00, -0.24, -1.57], [0.73, 0.44, 2.06], [-1.37, 0.68, -1.83]]
}

=====

--- B ---
{
  "formula": "C4H7ClS",
  "method": "ωB97M-V with the def2-TZVPD basis set",
  "e_homo_ha": -0.3266,
  "molar_mass_g_mol": 122.62,
  "orbital_gap_ha": 0.357,
  "multiplicity": 1,
  "species": ["C", "C", "C", "C", "H", "H", "H", "H", "H", "H", "H", "S", "Cl"],
  "coordinates": [[1.20, -0.51, -0.58], [-0.30, -0.38, -0.87], [-1.04, 0.30, 0.22], [-1.04, -0.22, 1.45], [0.92, 1.81, 0.07], [1.60, -1.27, 0.14], [1.75, -0.67, -1.53], [-0.41, 0.33, -1.81], [-0.80, -1.36, -1.10], [-1.45, 0.31, 2.30], [-0.65, -1.21, 1.65], [1.97, 0.99, 0.19], [-1.74, 1.88, -0.14]]
}

=====

Most stable structure: B

=====

--- A ---
{
  "formula": "C4H7ClS",
  "method": "ωB97M-V with the def2-TZVPD basis set",
  "e_homo_ha": -0.3360,
  "molar_mass_g_mol": 122.62,
  "orbital_gap_ha": 0.362,
  "multiplicity": 1,
  "species": ["C", "C", "C", "C", "S", "Cl", "H", "H", "H", "H", "H", "H", "H"],
  "coordinates": [[2.97, -0.99, -1.44], [2.40, -0.12, -0.84], [1.63, 0.91, -0.24], [-2.22, -0.22, 1.35], [-2.53, -0.16, -0.53], [3.83, -2.03, -2.36], [-3.86, -0.01, -0.52], [2.24, 1.54, 0.40], [0.94, 0.50, 0.43], [0.88, 1.36, -1.01], [-1.57, 0.71, 1.64], [-1.50, -1.06, 1.34], [-3.21, -0.43, 1.78]]
}

=====

--- B ---
{
  "formula": "C4H7ClS",
  "method": "ωB97M-V with the def2-TZVPD basis set",
  "e_homo_ha": -0.3164,
  "molar_mass_g_mol": 122.62,
  "orbital_gap_ha": 0.337,
  "multiplicity": 1,
  "species": ["C", "C", "C", "C", "S", "Cl", "H", "H", "H", "H", "H", "H", "H"],
  "coordinates": [[0.98, -0.55, -0.73], [0.75, -1.22, 0.54], [0.61, -0.90, 1.78], [-1.60, 1.24, -0.64], [1.98, -2.18, -0.28], [-0.02, 2.19, -1.28], [0.18, -0.82, -1.48], [1.43, 0.49, -0.70], [1.09, -1.44, 2.63], [-1.20, 0.82, 0.37], [0.01, -0.09, 2.08], [-1.81, 0.49, -1.40], [-2.39, 1.97, -0.90]]
}

=====

Most stable structure: A

=====

--- A ---
{
  "formula": "C4H7ClS",
  "method": "ωB97M-V with the def2-TZVPD basis set",
  "e_homo_ha": -0.3349,
  "molar_mass_g_mol": 122.62,
  "orbital_gap_ha": 0.303,
  "multiplicity": 1,
  "species": ["C", "C", "C", "C", "H", "H", "H", "H", "H", "H", "H", "S", "Cl"],
  "coordinates": [[-1.35, -0.42, -0.49], [-0.21, 0.60, 0.12], [1.17, 0.13, -0.46], [2.18, -0.41, 0.13], [-2.45, 0.61, 1.72], [-1.27, -1.39, 0.29], [-0.94, -0.81, -1.75], [-0.16, 0.25, 1.25], [1.07, 0.59, -1.43], [2.08, -1.14, 1.21], [3.15, -0.48, -0.35], [-3.01, 0.22, -0.10], [-0.26, 2.26, -0.14]]
}

=====

--- B ---
{
  "formula": "C4H7ClS",
  "method": "ωB97M-V with the def2-TZVPD basis set",
  "e_homo_ha": -0.3364,
  "molar_mass_g_mol": 122.62,
  "orbital_gap_ha": 0.363,
  "multiplicity": 1,
  "species": ["C", "C", "C", "C", "H", "H", "H", "H", "H", "H", "H", "S", "Cl"],
  "coordinates": [[2.37, -0.17, -0.26], [0.84, -0.26, 0.25], [0.43, 0.52, 1.42], [0.03, 1.17, 0.08], [2.15, 0.28, -1.56], [3.05, -1.23, -0.17], [2.65, 0.86, 0.08], [1.24, 1.02, 2.09], [-0.55, 0.35, 1.95], [0.80, 1.87, -0.20], [-2.29, 1.85, 0.38], [-1.59, 1.02, -0.61], [-0.21, -1.70, -0.11]]
}

=====

Most stable structure: B

=====

--- A ---
{
  "formula": "C4H10O2",
  "method": "ωB97M-V with the def2-TZVPD basis set",
  "e_homo_ha": -0.3122,
  "molar_mass_g_mol": 90.12,
  "orbital_gap_ha": 0.345,
  "multiplicity": 1,
  "species": ["C", "O", "C", "C", "O", "C", "H", "H", "H", "H", "H", "H", "H", "H", "H", "H"],
  "coordinates": [[-0.22, 1.19, 2.73], [-0.27, 0.14, 1.80], [0.29, 0.51, 0.56], [0.17, -0.67, -0.39], [-0.33, -0.19, -1.63], [-0.53, -1.13, -2.59], [-0.72, 0.83, 3.64], [0.81, 1.46, 2.98], [-0.74, 2.08, 2.36], [-0.26, 1.36, 0.13], [1.34, 0.82, 0.70], [1.14, -1.16, -0.57], [-0.52, -1.41, 0.03], [0.72, -1.21, -3.50], [0.26, -1.93, -2.86], [-1.12, -0.69, -3.39]]
}

=====

--- B ---
{
  "formula": "C4H10O2",
  "method": "ωB97M-V with the def2-TZVPD basis set",
  "e_homo_ha": -0.3654,
  "molar_mass_g_mol": 90.12,
  "orbital_gap_ha": 0.397,
  "multiplicity": 1,
  "species": ["C", "O", "C", "C", "C", "O", "H", "H", "H", "H", "H", "H", "H", "H", "H", "H"],
  "coordinates": [[2.65, -1.08, -0.39], [2.16, 0.05, 0.29], [-0.91, 0.66, -0.16], [-0.85, 0.42, 1.32], [-2.35, 0.53, -0.67], [-0.10, -0.33, 1.91], [1.86, -1.61, -0.95], [3.40, -0.73, -1.12], [3.14, -1.80, 0.28], [-0.21, -0.01, -0.67], [-0.54, 1.68, -0.33], [-1.60, 1.01, 1.90], [-3.07, 0.68, 0.15], [-2.54, -0.47, -1.07], [-2.58, 1.26, -1.44], [1.53, -0.26, 0.95]]
}

=====

--- C ---
{
  "formula": "C4H10O2",
  "method": "ωB97M-V with the def2-TZVPD basis set",
  "e_homo_ha": -0.2934,
  "molar_mass_g_mol": 90.12,
  "orbital_gap_ha": 0.311,
  "multiplicity": 1,
  "species": ["C", "C", "C", "O", "C", "H", "H", "H", "H", "H", "H", "H", "H", "H", "H", "O"],
  "coordinates": [[0.09, 0.23, -1.74], [-0.94, 0.62, -0.72], [-0.89, 0.14, 0.55], [0.14, -0.58, 1.07], [-1.89, 0.48, 1.60], [-0.30, 0.20, -2.75], [0.52, -0.73, -1.48], [0.88, 0.99, -1.83], [-1.85, 1.13, -1.03], [0.93, -0.60, 0.50], [-2.14, -0.41, 2.18], [-2.81, 0.88, 1.18], [-1.49, 1.27, 2.23], [3.41, -1.32, 0.83], [3.43, -1.27, -0.66], [2.89, -1.02, 0.07]]
}

=====

Most stable structure: C